Below is a structure of composition C19H14N3O3S5SbTc in a non-equilibrium geometry, with properties calculated with the ωB97M-V functional and the def2-TZVPD basis.

```
46
Properties=species:S:1:pos:R:3
Tc 0.463 -0.795 -0.447
O 2.239 -1.008 -0.324
C 3.349 -0.383 -0.562
C 4.598 -1.003 -0.391
C 5.762 -0.346 -0.711
C 5.718 0.961 -1.193
C 4.509 1.609 -1.315
C 3.298 0.979 -0.995
C 2.079 1.721 -1.063
N 0.885 1.252 -0.854
N -0.178 2.037 -0.924
C -1.301 1.376 -0.761
O -1.237 0.109 -0.534
C -2.616 2.016 -0.826
C -2.769 3.401 -0.843
C -4.039 3.951 -0.826
C -5.158 3.133 -0.795
C -5.010 1.756 -0.826
C -3.747 1.197 -0.838
H 4.610 -2.019 -0.029
H 6.710 -0.849 -0.600
H 6.633 1.473 -1.446
H 4.479 2.629 -1.669
H 2.163 2.781 -1.279
H -1.889 4.023 -0.853
H -4.167 5.023 -0.820
H -6.146 3.566 -0.734
H -5.882 1.119 -0.826
H -3.612 0.126 -0.855
O 0.430 -0.569 1.710
N -0.458 -1.276 2.359
C -0.627 -1.009 3.667
C -1.624 -1.610 4.390
C -2.481 -2.511 3.756
C -2.247 -2.832 2.441
C -1.206 -2.224 1.736
S -0.887 -2.648 0.100
H 0.059 -0.279 4.071
H -1.740 -1.373 5.433
H -3.312 -2.949 4.283
H -2.865 -3.534 1.906
S 0.399 -4.906 -2.094
Sb 1.207 -3.122 -3.699
S 0.441 -1.034 -2.894
S 1.958 -4.429 -0.824
S 3.209 -3.529 -2.204
```

Results
Charge   0
Kohn-Sham gap (alpha / beta)   6.05 / 5.95 eV
Energy above the lowest of the compared OMol25 structures with the same formula, charge and spin   0.5747 eV
LUMO energy (alpha / beta)   -1.137 / -1.221 eV
2S+1   2
⟨S²⟩   0.760